[1]
The following is a DFT calculation (ωB97M-V/def2-TZVPD) of an isolated molecule of C5H10O2.

Calculated values
SMILES string ... C[C@@H]1OC[C@H](C)O1
Kohn-Sham gap ... 11.16 eV
E_LUMO ... 1.13 eV

Cartesian coordinates (Å):
C  2.032  1.159  -0.914
C  1.017  0.756  0.125
O  1.244  -0.568  0.550
C  0.004  -1.025  1.057
C  -1.053  -0.080  0.428
C  -2.120  -0.771  -0.398
O  -0.279  0.758  -0.418
H  1.951  0.494  -1.778
H  1.852  2.189  -1.233
H  3.039  1.087  -0.495
H  1.047  1.430  1.003
H  -0.125  -2.069  0.752
H  -0.013  -0.973  2.154
H  -1.522  0.533  1.213
H  -2.749  -0.034  -0.904
H  -2.760  -1.393  0.237
H  -1.651  -1.406  -1.157

[2]
The following is a DFT calculation (ωB97M-V/def2-TZVPD) of a structure of composition C15H21NO4Re.

Calculated values
Kohn-Sham gap (alpha / beta) ... 4.41 / 4.58 eV
Multiplicity ... 2
Total charge ... +4
E_LUMO (alpha / beta) ... -17.28 / -17.13 eV

Cartesian coordinates (Å):
Re  -0.219  -0.003  0.311
C  1.705  -1.212  -1.696
C  1.148  -2.367  -0.853
O  -0.148  -2.043  -0.308
C  -1.334  -2.358  -1.053
C  -1.714  -1.232  -2.033
O  -1.371  0.001  -1.393
C  -1.713  1.235  -2.034
C  -1.328  2.360  -1.057
O  -0.143  2.041  -0.312
C  1.156  2.365  -0.850
C  1.714  1.210  -1.692
O  1.592  -0.002  -0.932
H  1.172  -1.108  -2.650
H  2.766  -1.398  -1.914
H  1.795  -2.548  0.013
H  1.103  -3.284  -1.451
H  -2.113  -2.480  -0.289
H  -1.229  -3.314  -1.580
H  -2.791  -1.282  -2.241
H  -1.191  -1.316  -2.995
H  -2.790  1.288  -2.238
H  -1.194  1.314  -2.998
H  -2.107  2.486  -0.291
H  -1.222  3.316  -1.584
H  1.800  2.543  0.020
H  1.115  3.283  -1.446
H  2.777  1.395  -1.902
H  1.189  1.110  -2.651
N  0.221  -0.009  2.230
C  0.244  -0.006  3.398
C  0.195  0.002  4.791
C  0.714  1.070  5.567
C  0.555  1.082  6.941
C  0.047  -0.005  7.654
C  -0.469  -1.050  6.886
C  -0.330  -1.104  5.512
H  1.283  1.861  5.087
H  0.771  1.991  7.515
H  -0.041  0.008  8.733
H  -1.045  -1.816  7.416
H  -0.581  -2.022  4.985

[3]
The following is a DFT calculation (ωB97M-V/def2-TZVPD) of an isolated molecule of BrFHOP.

Calculated values
SMILES string ... OP(F)Br
Kohn-Sham gap ... 10.60 eV
E_LUMO ... 0.55 eV

Cartesian coordinates (Å):
O  -0.768  0.202  -0.382
P  -0.807  1.788  -0.189
F  -0.497  1.845  1.453
Br  1.003  2.634  -1.038
H  -0.163  -0.556  -0.299

no.,DFT total energy (eV)
1,-9441.8219
2,-27655.3352
3,-84114.3418